[1]
DFT (ωB97M-V with the def2-TZVPD basis set) results for C34H34As2ClN5O8SV as an isolated structure.

Each line ends with the Mulliken charge.
Cartesian coordinates (Å):
V (-1.415, 0.070, 0.695)  0.288
Cl (-1.444, 0.932, 2.961)  0.050
C (-2.834, 0.264, 2.137)  -0.323
H (-3.598, 1.010, 1.940)  0.467
H (-3.184, -0.645, 2.614)  0.428
C (6.665, 2.532, -1.656)  -0.773
O (5.620, 3.061, -0.802)  -0.235
C (4.622, 2.252, -0.511)  -0.038
O (4.528, 1.098, -0.853)  -0.615
C (3.578, 2.889, 0.364)  -0.234
C (3.585, 4.166, 0.733)  0.872
As (2.319, 4.981, 2.013)  -0.076
C (2.346, 6.805, 1.308)  -1.278
C (0.729, 4.206, 1.127)  0.631
C (0.752, 2.952, 0.640)  -0.743
As (2.169, 1.578, 0.742)  0.343
C (2.320, 1.499, 2.702)  -1.014
C (-0.447, 2.749, -0.262)  0.901
O (-1.304, 1.675, 0.093)  -0.383
O (-0.043, 2.681, -1.529)  -0.396
C (-1.037, 2.806, -2.581)  -0.614
C (-0.593, 4.729, 0.768)  0.504
O (-1.271, 3.930, -0.016)  -0.470
O (-1.230, 5.765, 1.092)  -0.342
C (-0.818, 6.725, 2.121)  -0.832
C (4.504, 5.203, 0.116)  0.483
O (4.109, 5.750, -0.875)  -0.555
O (5.586, 5.599, 0.764)  -0.326
C (6.106, 4.834, 1.864)  -0.446
H (7.458, 3.270, -1.631)  0.310
H (6.278, 2.420, -2.666)  0.309
H (7.004, 1.573, -1.274)  0.318
H (3.390, 7.118, 1.324)  0.475
H (1.810, 7.459, 1.989)  0.434
H (1.984, 6.886, 0.286)  0.475
H (2.341, 2.462, 3.207)  0.439
H (3.253, 0.975, 2.910)  0.485
H (1.503, 0.893, 3.093)  0.195
H (-1.437, 1.821, -2.812)  0.100
H (-0.504, 3.203, -3.437)  0.284
H (-1.827, 3.493, -2.286)  0.380
H (-1.738, 6.983, 2.633)  0.350
H (-0.407, 7.588, 1.609)  0.303
H (-0.109, 6.263, 2.802)  0.441
H (6.808, 5.488, 2.370)  0.342
H (6.620, 3.953, 1.488)  0.195
H (5.319, 4.542, 2.561)  0.240
C (-2.061, -2.407, -3.734)  -0.831
N (-1.189, -2.956, -2.695)  0.248
C (-0.840, -4.289, -2.614)  -0.552
C (0.000, -4.424, -1.562)  -0.395
N (0.153, -3.168, -1.029)  0.337
C (-0.565, -2.272, -1.724)  -0.154
S (-0.551, -0.556, -1.493)  -0.279
H (-1.629, -2.613, -4.711)  0.364
H (-2.141, -1.333, -3.594)  0.238
H (-3.042, -2.871, -3.665)  0.358
H (-1.214, -5.018, -3.311)  0.513
H (0.494, -5.292, -1.161)  0.472
H (0.729, -2.910, -0.240)  -0.094
N (-7.232, -3.509, -2.218)  -0.315
C (-6.350, -2.956, -1.734)  -0.421
C (-5.242, -2.257, -1.150)  0.594
C (-5.057, -0.897, -1.390)  -0.527
C (-3.966, -0.267, -0.832)  -0.661
N (-3.085, -0.921, -0.059)  0.755
C (-3.265, -2.230, 0.186)  -0.618
C (-4.326, -2.932, -0.345)  -0.501
H (-5.752, -0.340, -2.003)  0.576
H (-3.782, 0.786, -1.003)  0.497
H (-2.534, -2.715, 0.821)  0.566
H (-4.445, -3.984, -0.127)  0.591
N (5.795, -4.965, 5.122)  -0.346
C (4.928, -4.438, 4.585)  -0.269
C (3.850, -3.770, 3.912)  0.619
C (2.644, -3.555, 4.584)  -0.774
C (1.612, -2.904, 3.941)  -0.525
C (1.779, -2.476, 2.615)  0.593
C (2.993, -2.701, 1.943)  -0.139
C (4.025, -3.341, 2.593)  -0.851
C (0.738, -1.794, 1.947)  0.225
C (-0.122, -1.162, 1.338)  0.287
H (2.531, -3.896, 5.604)  0.507
H (0.676, -2.728, 4.454)  0.504
H (3.125, -2.352, 0.926)  0.560
H (4.968, -3.516, 2.095)  0.499

Computed properties:
Kohn-Sham gap: 5.7 eV
calculated total energy: -230331.813 eV
total charge: +3
energy above the lowest of the compared OMol25 structures with the same formula, charge and spin: 0.268 eV
multiplicity: 1

=====

[2]
DFT (ωB97M-V with the def2-TZVPD basis set) results for a 6-piece molecular cluster, C34H34BFN6O14 overall.

Each line ends with the Mulliken charge.
Cartesian coordinates (Å):
N (-1.470, 3.683, 4.381)  -0.511
B (-0.601, 3.499, 3.233)  0.792
O (0.266, 2.429, 3.223)  -0.495
O (-0.644, 4.395, 2.133)  -0.527
C (0.353, 5.305, 2.056)  0.597
O (1.515, 5.027, 2.111)  -0.507
O (-0.058, 6.560, 1.845)  -0.296
C (-1.241, 7.013, 2.527)  0.014
C (-0.894, 8.032, 3.607)  -0.657
C (-0.198, 9.285, 3.113)  -0.397
F (0.996, 8.985, 2.472)  -0.270
H (-1.053, 4.162, 5.168)  0.248
H (-2.367, 4.091, 4.141)  0.183
H (-0.100, 1.669, 2.759)  0.302
H (-1.862, 7.513, 1.780)  0.350
H (-1.801, 6.199, 2.979)  -0.010
H (-0.357, 7.569, 4.440)  0.301
H (-1.856, 8.359, 4.021)  0.351
H (0.037, 9.930, 3.967)  0.296
H (-0.852, 9.872, 2.460)  0.333
C (4.816, 6.441, 3.883)  -0.573
C (3.899, 7.471, 3.723)  -0.348
C (4.029, 8.638, 4.458)  -0.487
C (5.085, 8.754, 5.344)  0.125
C (6.007, 7.738, 5.522)  -0.461
C (5.866, 6.574, 4.783)  -0.346
N (5.239, 10.000, 6.113)  1.019
O (4.404, 10.868, 5.955)  -0.611
O (6.192, 10.087, 6.862)  -0.613
H (4.710, 5.534, 3.303)  0.447
H (3.080, 7.365, 3.022)  0.489
H (3.318, 9.442, 4.337)  0.526
H (6.821, 7.851, 6.222)  0.444
H (6.578, 5.770, 4.909)  0.370
C (-4.330, -0.879, 1.741)  -0.570
C (-5.634, -0.411, 1.628)  -0.415
C (-5.903, 0.940, 1.762)  -0.488
C (-4.851, 1.806, 2.002)  -0.121
C (-3.551, 1.360, 2.120)  0.188
C (-3.290, 0.005, 1.992)  -0.442
N (-5.112, 3.248, 2.132)  1.014
O (-6.260, 3.627, 2.044)  -0.603
O (-4.157, 3.981, 2.326)  -0.637
H (-4.127, -1.935, 1.630)  0.446
H (-6.441, -1.103, 1.430)  0.427
H (-6.914, 1.311, 1.677)  0.472
H (-2.754, 2.060, 2.310)  0.274
H (-2.276, -0.362, 2.083)  0.367
C (-1.390, 0.246, -4.010)  -0.695
C (-1.155, -1.123, -3.989)  -0.137
C (-1.941, -1.937, -3.186)  -0.392
C (-2.946, -1.364, -2.431)  0.007
C (-3.192, -0.001, -2.440)  -0.288
C (-2.402, 0.806, -3.238)  -0.519
N (-3.790, -2.230, -1.595)  1.036
O (-3.546, -3.420, -1.573)  -0.632
O (-4.685, -1.700, -0.962)  -0.573
H (-0.778, 0.883, -4.635)  0.396
H (-0.363, -1.535, -4.587)  0.388
H (-1.775, -3.002, -3.153)  0.485
H (-3.982, 0.422, -1.838)  0.523
H (-2.577, 1.873, -3.261)  0.402
C (0.118, -8.138, -6.214)  -0.545
C (-1.123, -7.511, -6.235)  -0.578
C (-1.217, -6.143, -6.041)  -0.297
C (-0.056, -5.420, -5.833)  0.081
C (1.189, -6.023, -5.803)  -0.300
C (1.270, -7.392, -5.995)  -0.333
N (-0.147, -3.965, -5.648)  1.085
O (-1.253, -3.459, -5.659)  -0.596
O (0.891, -3.347, -5.496)  -0.638
H (0.182, -9.200, -6.373)  0.471
H (-2.019, -8.092, -6.402)  0.382
H (-2.178, -5.650, -6.055)  0.452
H (2.081, -5.438, -5.635)  0.451
H (2.234, -7.882, -5.977)  0.379
C (4.509, -10.768, -1.217)  -0.423
C (3.237, -11.050, -0.735)  -0.423
C (2.146, -11.008, -1.588)  -0.395
C (2.353, -10.687, -2.916)  0.195
C (3.610, -10.398, -3.415)  -0.262
C (4.694, -10.440, -2.553)  -0.497
N (1.200, -10.662, -3.829)  1.059
O (0.104, -10.897, -3.367)  -0.619
O (1.409, -10.402, -5.000)  -0.630
H (5.359, -10.806, -0.548)  0.377
H (3.095, -11.304, 0.306)  0.372
H (1.153, -11.225, -1.222)  0.442
H (3.745, -10.147, -4.456)  0.425
H (5.685, -10.219, -2.926)  0.373

Computed properties:
Kohn-Sham gap: 8.8 eV
calculated total energy: -76798.207 eV
SMILES: O=[N+]([O-])c1ccccc1.O=[N+]([O-])c1ccccc1.O=[N+]([O-])c1ccccc1.O=[N+]([O-])c1ccccc1.O=[N+]([O-])c1ccccc1.NB(O)OC(=O)OCCCF
multiplicity: 1